[1]
103
Properties=species:S:1:pos:R:3:forces:R:3 method="wB97M-V/def2-TZVPD" total_energy_ev=-89678.9185 relative_energy_ev=16.691 total_charge=-1 spin_multiplicity=1 homo_lumo_gap_ev=6.02
C 5.205 -3.364 3.054 0.786 -0.683 0.262
C 4.104 -4.601 2.977 -0.726 0.932 0.048
C 3.158 -4.523 1.599 2.001 -0.109 1.225
N 2.790 -3.069 1.441 -0.801 -1.820 -0.128
C 1.978 -2.793 0.181 -1.244 2.115 1.553
C 0.567 -3.592 0.341 -1.600 0.030 0.282
C -0.678 -3.021 -0.583 -3.578 1.478 -1.896
C -1.031 -3.458 -2.118 -2.428 2.527 1.897
C -2.344 -2.833 -2.926 0.244 1.329 3.431
C -3.390 -1.737 -2.236 4.160 -2.260 2.370
C -3.036 -1.314 -0.669 1.840 -1.617 -1.336
C -4.036 -0.265 0.153 -0.200 -1.851 0.214
C -1.728 -1.922 0.117 -1.053 -0.946 -3.347
C 1.572 -1.170 0.311 -1.515 6.641 -1.412
O 1.553 -0.487 1.454 0.264 -4.249 -4.202
O 1.232 -0.396 -0.929 1.885 -4.608 5.457
N 2.711 -2.891 -1.109 0.447 -2.391 1.050
C 4.165 -2.486 -1.043 1.234 0.828 -0.674
C 4.698 -1.687 -2.410 1.787 0.086 0.760
C 5.935 -0.700 -1.865 -0.056 -1.293 0.569
C 5.434 -2.713 -3.494 -1.501 0.954 -1.004
B 2.513 -4.140 -1.913 -0.020 -0.234 -1.639
O 2.385 -3.970 -3.404 -0.410 0.750 3.110
O 2.488 -5.518 -1.386 -1.214 2.252 -2.646
C 1.807 -6.455 -2.291 -0.250 -2.436 0.372
C 1.206 -7.683 -1.326 -0.965 1.010 -0.879
H 5.851 -3.323 2.066 -1.472 0.051 1.880
H 5.988 -3.582 3.928 -1.729 0.378 -1.764
H 4.728 -2.316 3.276 0.778 -2.218 -0.690
H 4.610 -5.666 3.052 -0.994 2.242 -0.057
H 3.356 -4.429 3.889 1.646 -0.638 -1.741
H 2.265 -5.253 1.798 1.582 1.127 -0.766
H 3.877 -4.857 0.724 -1.879 0.526 1.554
H 2.223 -2.849 2.315 0.739 0.281 -1.879
H 0.212 -3.372 1.463 0.858 -0.262 -2.501
H 0.657 -4.783 0.320 -0.101 2.694 -0.478
H -0.383 -4.249 -2.684 -1.299 1.739 1.201
H -2.548 -3.179 -4.037 0.538 0.747 2.564
H -4.339 -1.327 -2.810 2.300 -0.929 1.372
H -4.873 -0.967 0.633 1.634 1.467 -1.012
H -3.503 0.251 1.071 -0.963 -0.957 -2.306
H -4.596 0.484 -0.557 1.479 -1.420 1.382
H -1.582 -1.554 1.243 -0.127 -0.917 -2.817
H 4.422 -1.743 -0.149 -1.125 -1.877 -1.739
H 4.829 -3.468 -0.926 -1.023 2.132 -0.101
H 3.876 -1.011 -2.898 1.394 -1.552 1.036
H 6.740 -1.446 -1.396 -1.563 1.600 -0.981
H 5.567 -0.028 -0.976 0.707 -1.012 -1.980
H 6.469 -0.121 -2.731 -1.202 -0.919 1.690
H 6.385 -2.180 -3.956 -1.815 -1.324 1.103
H 4.652 -2.827 -4.389 1.865 -0.118 1.859
H 5.654 -3.775 -3.054 -0.264 2.140 -0.777
H 2.083 -3.027 -3.572 0.671 -1.540 0.562
H 0.874 -6.022 -2.849 2.057 -0.507 0.998
H 2.576 -6.933 -3.067 -1.645 1.265 1.584
H 0.675 -8.492 -2.024 1.401 1.606 1.509
H 0.309 -7.172 -0.730 2.127 -1.256 -0.892
H 2.019 -8.155 -0.628 -1.668 0.973 -1.380
C 1.132 2.733 -1.679 0.137 -0.125 0.210
C -0.326 2.377 -1.965 0.018 -0.415 0.104
C -1.016 3.642 -2.474 -0.522 -0.229 0.106
S 0.256 4.624 -3.256 0.101 -0.652 -0.141
O 0.434 5.841 -2.491 -0.087 0.284 -0.296
O 0.038 4.634 -4.688 0.006 0.556 0.168
C 1.608 3.524 -2.889 0.382 -0.166 0.135
H 1.743 1.841 -1.516 -0.260 -0.019 0.093
H 1.191 3.354 -0.778 0.043 -0.030 -0.089
H -0.367 1.599 -2.737 0.027 0.069 0.206
H -0.829 1.984 -1.076 0.116 -0.028 -0.209
H -1.795 3.410 -3.204 0.108 0.265 0.123
H -1.438 4.226 -1.652 0.228 -0.053 -0.278
H 2.516 4.098 -2.696 -0.153 0.094 -0.145
H 1.752 2.870 -3.755 -0.074 0.136 0.068
C -4.705 6.019 -0.059 -0.065 0.202 -0.143
C -5.791 5.313 0.753 -0.224 0.214 0.227
C -5.781 3.840 0.348 -0.691 0.053 0.266
S -4.112 3.477 -0.176 1.042 -1.423 0.311
O -4.131 3.168 -1.590 -0.166 0.160 0.002
O -3.485 2.607 0.800 -0.526 -1.889 -7.209
C -3.476 5.128 0.034 0.247 0.608 -0.010
H -4.503 7.024 0.322 -0.015 -0.116 -0.078
H -5.026 6.110 -1.104 0.083 0.010 0.115
H -5.563 5.404 1.822 0.010 -0.044 -0.155
H -6.775 5.762 0.588 0.115 -0.068 0.029
H -6.048 3.191 1.186 0.171 -0.053 -0.232
H -6.450 3.653 -0.496 0.209 -0.045 0.059
H -2.731 5.342 -0.735 -0.144 -0.129 0.110
H -3.021 5.187 1.027 -0.075 -0.115 -0.205
C -1.858 5.053 4.754 0.050 0.205 -0.038
C -3.073 4.902 5.667 0.010 0.192 0.323
C -4.118 4.085 4.909 -0.471 0.245 0.707
S -3.211 3.043 3.776 0.245 -0.203 0.284
O -3.528 3.449 2.422 -0.017 2.425 6.758
O -3.306 1.665 4.215 -0.229 0.493 -0.546
C -1.593 3.667 4.187 0.505 0.166 0.096
H -0.989 5.439 5.295 -0.110 -0.044 -0.116
H -2.090 5.753 3.942 0.075 -0.073 0.067
H -2.780 4.370 6.580 -0.031 0.064 -0.140
H -3.476 5.874 5.969 0.044 -0.144 -0.005
H -4.708 3.460 5.584 0.018 0.031 -0.236
H -4.780 4.728 4.322 0.107 -0.180 -0.028
H -0.960 3.680 3.298 -0.159 -0.202 0.027
H -1.163 3.006 4.946 -0.074 0.016 -0.168


[2]
95
Properties=species:S:1:pos:R:3:forces:R:3 method="wB97M-V/def2-TZVPD" total_energy_ev=-61998.8278 relative_energy_ev=0.631 total_charge=+3 spin_multiplicity=3 homo_lumo_gap_ev="6.25 / 6.80"
C 2.359 -1.318 -1.921 -0.289 0.450 0.476
C 1.256 0.536 -2.897 0.333 -0.416 0.084
C 3.257 -1.367 -2.976 -0.113 -0.316 0.234
C 2.092 0.483 -4.001 -0.447 0.117 0.290
C 3.093 -0.495 -4.043 0.254 0.221 -0.104
H 4.051 -2.111 -2.909 -0.197 0.205 -0.382
H 1.943 1.214 -4.791 0.152 -0.238 -0.032
H 3.757 -0.557 -4.907 -0.156 0.051 0.248
N 1.405 -0.353 -1.884 0.305 -0.065 0.230
P 0.698 -2.403 0.054 1.092 -2.035 0.503
P 0.023 2.276 -0.929 0.265 1.234 -1.067
C 2.370 -2.266 -0.753 0.310 -0.571 0.237
H 2.735 -3.257 -1.073 -0.078 0.367 0.151
H 3.056 -1.904 0.033 -0.057 -0.097 -0.274
C 0.091 1.454 -2.705 -0.873 1.435 -0.133
H 0.115 2.256 -3.454 -0.117 -0.312 0.028
C -1.597 3.295 -0.846 -0.517 -0.210 -0.027
C 1.473 3.445 -0.751 0.149 -0.256 -0.065
C -0.348 -3.502 -1.067 -0.322 0.089 -0.287
C 0.888 -3.200 1.760 0.021 -0.024 0.099
C -2.668 2.433 -0.155 -0.093 -0.189 0.071
H -2.452 2.300 0.913 -0.065 0.103 -0.176
H -3.642 2.939 -0.259 0.329 -0.193 0.101
H -2.753 1.429 -0.589 -0.150 0.313 0.064
C -1.466 4.598 -0.043 0.237 0.084 0.127
H -1.184 4.416 1.001 -0.067 0.099 -0.257
H -0.770 5.309 -0.501 -0.212 -0.172 0.169
H -2.457 5.079 -0.038 0.267 -0.237 -0.012
C -2.070 3.644 -2.268 0.026 -0.111 -0.141
H -2.913 4.347 -2.180 0.214 -0.274 -0.030
H -1.303 4.140 -2.875 -0.249 -0.089 0.133
H -2.432 2.753 -2.799 0.046 0.348 0.152
C 1.483 3.970 0.710 0.095 0.178 0.108
H 0.993 3.289 1.420 0.071 0.188 -0.095
H 2.524 4.080 1.047 -0.284 -0.029 -0.105
H 1.010 4.956 0.781 0.109 -0.397 0.089
C 2.801 2.702 -1.003 -0.049 -0.075 -0.097
H 2.934 1.835 -0.343 0.063 0.175 -0.175
H 2.897 2.385 -2.052 0.059 0.075 0.313
H 3.614 3.412 -0.784 -0.220 -0.295 -0.141
C 1.351 4.585 -1.792 0.368 0.246 -0.239
H 0.615 4.403 -2.588 0.234 0.077 0.250
H 1.118 5.544 -1.315 -0.015 -0.262 -0.194
H 2.324 4.708 -2.292 -0.323 0.033 0.126
C -0.514 -3.405 2.353 -0.191 -0.009 0.037
H -0.395 -3.859 3.348 -0.027 0.135 -0.248
H -1.044 -2.447 2.472 0.109 -0.261 -0.005
H -1.140 -4.080 1.759 0.169 0.109 0.163
C 1.665 -2.271 2.703 0.045 0.194 -0.057
H 2.642 -1.983 2.301 -0.033 -0.068 0.142
H 1.104 -1.364 2.953 0.025 -0.182 -0.062
H 1.837 -2.822 3.642 -0.038 0.245 -0.312
C 1.655 -4.536 1.674 0.012 -0.205 0.059
H 2.468 -4.515 0.938 -0.099 -0.091 0.201
H 2.105 -4.732 2.657 -0.082 0.062 -0.286
H 0.992 -5.381 1.458 0.309 0.276 0.017
C -0.021 -3.233 -2.544 0.037 0.339 -0.067
H 1.015 -3.493 -2.799 -0.248 -0.065 0.036
H -0.684 -3.853 -3.168 0.210 0.222 0.225
H -0.193 -2.181 -2.811 0.042 -0.394 -0.014
C -1.827 -3.144 -0.777 -0.353 -0.165 -0.086
H -2.215 -2.412 -1.499 0.115 -0.341 0.186
H -2.432 -4.061 -0.846 0.114 0.365 -0.009
H -1.997 -2.714 0.222 0.032 -0.190 -0.195
C -0.081 -4.999 -0.830 0.053 -0.126 0.149
H 0.986 -5.243 -0.914 -0.273 -0.014 0.072
H -0.473 -5.352 0.130 0.141 0.081 -0.313
H -0.603 -5.559 -1.621 0.091 0.225 0.206
W 0.073 -0.106 -0.280 -5.036 -2.138 -1.271
C 1.279 0.507 1.113 7.230 2.715 6.055
O 2.138 0.814 1.886 -4.722 -1.472 -3.887
N -1.383 -0.135 -1.711 1.485 1.669 0.374
C -1.201 0.557 -2.766 -0.082 -0.041 -0.395
C -2.059 0.427 -4.036 0.340 0.208 -0.048
C -1.664 1.449 -5.098 0.071 0.213 -0.134
C -1.781 -0.962 -4.602 0.087 -0.630 -0.030
C -3.543 0.557 -3.646 -0.452 -0.122 0.187
H -1.824 2.479 -4.762 0.040 -0.146 -0.185
H -0.615 1.323 -5.395 -0.190 0.064 -0.058
H -2.282 1.287 -5.991 0.179 0.058 0.254
H -2.083 -1.735 -3.885 0.075 0.098 -0.211
H -2.348 -1.122 -5.527 0.085 0.157 0.225
H -0.716 -1.081 -4.838 -0.145 -0.084 -0.013
H -4.073 1.238 -4.324 0.174 -0.154 0.136
H -4.030 -0.424 -3.710 0.035 0.261 0.079
H -3.675 0.925 -2.623 -0.093 -0.049 -0.237
C -0.623 1.285 3.838 0.138 0.032 0.066
C -1.778 0.486 3.301 -0.808 -0.018 0.744
N -2.838 0.415 4.138 0.644 -0.178 -1.086
O -1.793 -0.078 2.188 0.719 0.268 -0.605
H -0.891 1.733 4.801 0.270 -0.035 -0.252
H -0.366 2.091 3.136 -0.036 -0.238 0.160
H 0.248 0.629 3.983 -0.227 0.237 -0.063
H -3.673 -0.062 3.826 0.058 -0.003 0.187
H -2.811 0.832 5.055 -0.109 -0.035 -0.081